Entry 1:
Density functional theory data (the ωB97M-V functional and the def2-TZVPD basis) for C23H24N4O2 in the gas phase in a non-equilibrium geometry.

XYZ file:
```
53
C23H24N4O2 | OMol25 | the ωB97M-V functional and the def2-TZVPD basis
C -5.74 4.67 2.55
C -4.50 4.20 3.05
C -4.04 2.86 2.88
C -2.79 2.41 3.11
C -2.08 3.22 3.65
O -0.67 2.97 4.19
C 0.07 1.60 3.96
C 0.08 1.35 2.39
N 0.19 2.40 1.37
C 0.39 1.75 0.35
C 0.67 2.26 -0.93
N 0.79 3.04 -1.87
C -0.12 0.34 0.49
N -0.19 -0.56 -0.40
C 0.11 -0.49 -1.80
C 1.51 -1.25 -1.63
N 1.63 -2.54 -1.25
C 2.66 -3.22 -1.60
C 3.04 -3.59 -2.77
C 4.34 -3.22 -3.59
C 4.47 -3.42 -4.87
C 3.44 -4.07 -5.54
C 2.11 -4.36 -5.10
C 2.00 -4.01 -3.68
C 1.05 -2.66 0.11
C -0.09 -1.96 0.22
O -0.22 0.32 1.69
C -2.28 4.58 3.92
C -3.45 5.07 3.47
H -6.42 3.71 2.27
H -6.30 5.07 3.39
H -5.81 5.30 1.86
H -4.51 2.06 2.15
H -2.49 1.27 2.97
H 0.87 1.81 4.26
H -0.75 1.01 4.21
H 0.23 0.47 -2.15
H -0.49 -1.23 -2.37
H 1.91 -1.08 -2.85
H 2.55 -0.55 -1.27
H 3.66 -2.77 -1.00
H 2.86 -4.32 -0.94
H 5.24 -2.70 -2.91
H 5.29 -3.40 -5.24
H 3.70 -4.21 -6.51
H 1.38 -4.64 -5.76
H 0.96 -4.21 -3.39
H 0.97 -3.83 0.66
H 1.75 -1.96 0.84
H -0.55 -1.94 1.35
H -0.83 -2.49 -0.38
H -1.66 5.10 4.55
H -3.94 5.87 3.87
```

Summary:
LUMO level (eV): 0.26
Kohn-Sham gap (eV): 7.3
Electronic energy (eV): -34274.725
Energy relative to the best compared isomer or geometry (same formula, charge and spin) (kcal per mole): 538.56

Quick look at the Löwdin charges, all values in e:
1 C -0.060
2 C -0.269
3 C -0.029
4 C -0.114
5 C -0.250
6 O -0.114
7 C 0.068
8 C -0.184
9 N 0.220
10 C -0.316
11 C -0.154
12 N 0.144
13 C -0.342
14 N -0.023
15 C -0.037
16 C -0.202
17 N -0.196
18 C -0.401
19 C -0.239
20 C 0.009
21 C -0.132
22 C -0.062
23 C -0.004
24 C -0.014
25 C -0.198
26 C -0.201
27 O 0.140
28 C 0.026
29 C -0.012
30 H 0.146
31 H 0.094
32 H -0.005
33 H 0.149
34 H 0.174
35 H -0.002
36 H 0.096
37 H 0.059
38 H 0.143
39 H 0.189
40 H 0.194
41 H 0.172
42 H 0.215
43 H 0.165
44 H 0.013
45 H 0.062
46 H 0.062
47 H 0.107
48 H 0.220
49 H 0.177
50 H 0.196
51 H 0.127
52 H 0.102
53 H 0.088

---

Entry 2:
Density functional theory data (the ωB97M-V functional and the def2-TZVPD basis) for 2 unconnected molecules or ions with the total composition C4H9NO in a non-equilibrium geometry.

XYZ file:
```
15
C4H9NO | OMol25 | the ωB97M-V functional and the def2-TZVPD basis
C -1.03 2.95 -1.05
C 0.01 2.61 -0.26
O 0.57 1.35 -0.09
H -1.80 2.25 -1.50
H -0.96 3.84 -1.51
H 0.48 3.37 0.31
H -0.15 0.69 -0.28
C -0.73 -2.14 1.22
N 0.27 -1.37 0.83
C 1.23 -2.05 0.00
H -1.40 -1.75 1.95
H -0.97 -3.18 1.07
H 1.09 -3.14 -0.04
H 1.14 -1.72 -1.02
H 2.25 -1.73 0.36
```

Summary:
LUMO level (eV): 0.98
Kohn-Sham gap (eV): 9.7
Electronic energy (eV): -7828.564
Energy relative to the best compared isomer or geometry (same formula, charge and spin) (kcal per mole): 86.61

Quick look at the Löwdin charges, all values in e:
1 C -0.009
2 C -0.247
3 O -0.050
4 H 0.075
5 H -0.005
6 H 0.093
7 H 0.087
8 C -0.030
9 N -0.084
10 C -0.173
11 H 0.043
12 H 0.063
13 H 0.073
14 H 0.062
15 H 0.101

---

Entry 3:
Density functional theory data (the ωB97M-V functional and the def2-TZVPD basis) for a molecular structure, C47H56N6O5RuS.

XYZ file:
```
116
C47H56N6O5RuS | OMol25 | the ωB97M-V functional and the def2-TZVPD basis
Ru 0.45 1.15 -0.23
O 0.87 3.66 0.21
C -0.26 4.51 0.07
C -1.17 3.93 -0.97
C -2.18 4.70 -1.54
C -3.05 4.11 -2.44
C -2.89 2.76 -2.75
C -1.86 2.07 -2.16
N -1.02 2.64 -1.29
H 1.28 3.80 1.07
H 0.05 5.51 -0.23
H -0.82 4.59 1.01
H -2.27 5.74 -1.28
H -3.85 4.69 -2.89
H -3.56 2.26 -3.44
H -1.69 1.02 -2.36
C -1.43 -4.07 3.14
C -2.34 -2.91 2.77
C -3.75 -3.08 3.28
O -1.80 -1.70 3.28
C -1.10 -1.02 2.26
C -1.75 -1.54 0.96
O -2.36 -2.75 1.35
C -0.81 -1.81 -0.24
O -0.34 -0.56 -0.69
C -1.58 -2.37 -1.45
C -2.96 -2.32 -1.56
C -3.59 -2.72 -2.73
C -2.85 -3.18 -3.81
C -1.47 -3.23 -3.71
C -0.84 -2.83 -2.54
C 0.32 -2.76 0.15
C 0.12 -4.14 0.09
C 1.11 -5.02 0.49
C 2.32 -4.54 0.97
C 2.54 -3.17 1.04
C 1.55 -2.29 0.62
C -1.19 0.50 2.54
O -0.27 1.15 1.68
C -0.67 0.82 3.96
C 0.19 -0.04 4.65
C 0.77 0.35 5.85
C 0.50 1.60 6.38
C -0.36 2.46 5.71
C -0.94 2.07 4.52
C -2.61 1.04 2.39
C -2.87 2.09 1.52
C -4.15 2.62 1.39
C -5.19 2.09 2.13
C -4.94 1.07 3.03
C -3.66 0.55 3.17
H -1.48 -4.23 4.22
H -0.40 -3.86 2.86
H -1.76 -4.98 2.64
H -3.76 -2.96 4.36
H -4.12 -4.08 3.04
H -4.40 -2.34 2.82
H -0.04 -1.28 2.28
H -2.50 -0.82 0.61
H -3.57 -1.98 -0.73
H -4.67 -2.68 -2.79
H -3.35 -3.50 -4.71
H -0.88 -3.60 -4.54
H 0.24 -2.90 -2.46
H -0.82 -4.52 -0.27
H 0.93 -6.09 0.44
H 3.09 -5.23 1.29
H 3.47 -2.79 1.42
H 1.73 -1.23 0.68
H 0.41 -1.02 4.26
H 1.42 -0.34 6.37
H 0.95 1.90 7.32
H -0.58 3.43 6.13
H -1.61 2.75 4.00
H -2.05 2.51 0.97
H -4.33 3.44 0.71
H -6.19 2.49 2.03
H -5.74 0.67 3.64
H -3.47 -0.22 3.90
C 6.21 -1.38 0.30
C 6.01 0.11 0.04
C 4.72 0.62 0.61
N 3.64 0.76 -0.07
N 2.60 1.27 0.67
C 2.92 1.49 1.93
N 2.07 2.07 2.80
S 4.55 1.06 2.29
H 7.12 -1.73 -0.18
H 5.37 -1.96 -0.09
H 6.30 -1.59 1.37
H 5.98 0.32 -1.03
H 6.84 0.68 0.47
H 1.08 1.91 2.58
H 2.31 2.05 3.78
C 0.68 2.75 -5.11
C 2.15 2.50 -4.76
N 2.44 1.15 -4.31
C 3.08 0.25 -5.27
C 2.10 -0.37 -6.26
C 2.06 0.74 -3.08
C 2.33 -0.68 -2.69
N 1.49 1.53 -2.21
H 0.54 3.79 -5.40
H 0.03 2.53 -4.26
H 0.37 2.11 -5.93
H 2.50 3.22 -4.01
H 2.76 2.67 -5.65
H 3.62 -0.53 -4.73
H 3.83 0.83 -5.80
H 1.31 -0.91 -5.74
H 2.62 -1.07 -6.91
H 1.64 0.39 -6.89
H 3.40 -0.81 -2.53
H 2.00 -1.37 -3.46
H 1.81 -0.92 -1.77
H 1.39 2.48 -2.55
```

Summary:
2S+1: 6
LUMO level (spin up / spin down) (eV): -2.01 / -3.17
Kohn-Sham gap (spin up / spin down) (eV): 7.9 / 7.6
Charge: +1
Electronic energy (eV): -82238.166
⟨S²⟩: 8.7604

Here are the Löwdin charges for atoms 1 to 99, given in e:
1 Ru 1.601
2 O -0.120
3 C -0.167
4 C -0.266
5 C -0.005
6 C -0.034
7 C -0.033
8 C -0.118
9 N 0.005
10 H 0.083
11 H 0.135
12 H 0.138
13 H 0.126
14 H 0.119
15 H 0.116
16 H 0.111
17 C 0.028
18 C -0.557
19 C 0.023
20 O -0.022
21 C -0.168
22 C -0.155
23 O 0.001
24 C -0.376
25 O -0.304
26 C -0.149
27 C -0.013
28 C -0.070
29 C -0.088
30 C -0.073
31 C -0.037
32 C -0.154
33 C -0.031
34 C -0.064
35 C -0.078
36 C -0.071
37 C -0.050
38 C -0.370
39 O -0.330
40 C -0.145
41 C -0.022
42 C -0.075
43 C -0.091
44 C -0.073
45 C -0.024
46 C -0.155
47 C -0.037
48 C -0.070
49 C -0.082
50 C -0.060
51 C -0.013
52 H 0.097
53 H 0.082
54 H 0.098
55 H 0.098
56 H 0.095
57 H 0.086
58 H 0.136
59 H 0.154
60 H 0.112
61 H 0.105
62 H 0.103
63 H 0.103
64 H 0.111
65 H 0.130
66 H 0.110
67 H 0.105
68 H 0.093
69 H 0.075
70 H 0.114
71 H 0.106
72 H 0.104
73 H 0.105
74 H 0.121
75 H 0.069
76 H 0.097
77 H 0.104
78 H 0.108
79 H 0.117
80 C -0.091
81 C -0.236
82 C -0.601
83 N 0.031
84 N -0.110
85 C -0.695
86 N 0.126
87 S 1.135
88 H 0.078
89 H 0.066
90 H 0.075
91 H 0.113
92 H 0.110
93 H 0.052
94 H 0.101
95 C -0.058
96 C -0.196
97 N -0.075
98 C -0.204
99 C -0.060

---

Entry 4:
Density functional theory data (the ωB97M-V functional and the def2-TZVPD basis) for 11 unconnected molecules or ions with the total composition C34H85N5O11 in a non-equilibrium geometry.

XYZ file:
```
135
C34H85N5O11 | OMol25 | the ωB97M-V functional and the def2-TZVPD basis
C -29.20 -29.08 -2.83
C -30.06 -27.91 -2.43
N -29.88 -27.46 -1.14
O -30.99 -27.48 -3.08
H -28.47 -29.33 -2.07
H -28.65 -28.80 -3.74
H -29.84 -29.90 -3.13
H -30.59 -26.82 -0.81
H -29.25 -27.88 -0.49
C -30.07 -34.04 -7.78
C -29.13 -32.89 -7.55
N -28.03 -33.18 -6.79
O -29.41 -31.74 -7.84
H -30.82 -34.07 -6.99
H -29.50 -34.97 -7.63
H -30.52 -34.17 -8.76
H -27.57 -34.07 -6.79
H -27.50 -32.40 -6.42
C -23.69 -27.09 -3.69
C -22.53 -27.63 -4.51
N -21.30 -27.04 -4.30
O -22.65 -28.53 -5.30
H -23.51 -26.08 -3.34
H -23.89 -27.78 -2.88
H -24.49 -27.07 -4.44
H -20.57 -27.41 -4.88
H -21.16 -26.27 -3.67
C -20.44 -31.14 -3.33
C -21.16 -31.57 -2.11
N -20.44 -32.35 -1.23
O -22.27 -31.18 -1.80
H -19.57 -31.74 -3.60
H -20.12 -30.10 -3.21
H -21.08 -31.10 -4.21
H -20.85 -32.47 -0.32
H -19.44 -32.36 -1.34
C -22.70 -35.06 -0.20
C -23.87 -34.11 0.06
N -24.20 -33.30 -0.99
O -24.47 -34.13 1.11
H -22.61 -35.31 -1.26
H -22.93 -35.99 0.31
H -21.75 -34.69 0.17
H -24.89 -32.57 -0.87
H -23.57 -33.11 -1.74
C -33.23 -32.23 -3.47
C -33.12 -33.46 -2.54
C -31.69 -33.70 -2.01
C -30.68 -34.04 -3.09
C -29.30 -34.39 -2.51
C -29.19 -35.87 -2.21
H -33.38 -32.56 -4.50
H -32.31 -31.65 -3.51
H -34.08 -31.62 -3.19
H -33.80 -33.42 -1.69
H -33.37 -34.38 -3.09
H -31.65 -34.33 -1.12
H -31.38 -32.72 -1.60
H -31.07 -34.87 -3.70
H -30.60 -33.19 -3.76
H -28.51 -34.13 -3.22
H -29.15 -33.80 -1.60
H -30.10 -36.17 -1.66
H -29.21 -36.52 -3.08
H -28.37 -36.09 -1.53
C -32.31 -27.18 -6.14
C -31.31 -28.07 -6.86
C -29.87 -27.68 -6.63
C -28.86 -28.54 -7.40
C -27.49 -27.92 -7.49
C -26.86 -27.48 -6.17
H -32.23 -26.11 -6.37
H -32.29 -27.25 -5.06
H -33.31 -27.46 -6.47
H -31.49 -29.08 -6.49
H -31.52 -28.08 -7.93
H -29.59 -27.90 -5.59
H -29.67 -26.60 -6.71
H -28.75 -29.49 -6.88
H -29.22 -28.77 -8.40
H -26.80 -28.68 -7.88
H -27.43 -27.11 -8.23
H -26.61 -28.35 -5.55
H -25.91 -26.97 -6.36
H -27.49 -26.80 -5.59
C -26.39 -24.54 -3.55
C -27.18 -25.58 -2.74
C -26.79 -25.66 -1.28
C -27.04 -24.35 -0.52
C -26.85 -24.51 1.00
C -25.40 -24.59 1.42
H -25.35 -24.63 -3.22
H -26.80 -23.57 -3.29
H -26.47 -24.71 -4.62
H -28.26 -25.41 -2.79
H -27.13 -26.58 -3.21
H -25.75 -25.96 -1.15
H -27.37 -26.44 -0.78
H -26.36 -23.57 -0.89
H -28.07 -24.03 -0.69
H -27.40 -23.74 1.54
H -27.32 -25.46 1.28
H -24.88 -23.64 1.20
H -25.28 -24.79 2.48
H -24.81 -25.29 0.83
O -23.14 -33.39 -7.79
C -24.32 -34.12 -7.57
C -24.16 -35.16 -6.51
O -23.98 -34.52 -5.25
H -23.04 -32.74 -7.09
H -25.18 -33.47 -7.35
H -24.59 -34.66 -8.49
H -23.25 -35.72 -6.78
H -25.00 -35.86 -6.50
H -23.82 -35.19 -4.58
O -25.19 -29.97 2.47
C -25.58 -28.82 1.73
C -25.43 -29.02 0.25
O -26.64 -29.67 -0.22
H -25.83 -30.67 2.29
H -26.59 -28.50 1.96
H -24.88 -28.03 2.02
H -24.59 -29.64 -0.06
H -25.37 -28.05 -0.27
H -26.42 -30.19 -1.00
O -25.25 -30.82 -2.40
C -25.67 -30.11 -3.58
C -26.55 -31.07 -4.36
O -25.81 -31.86 -5.24
H -24.32 -30.59 -2.26
H -26.21 -29.20 -3.29
H -24.86 -29.85 -4.27
H -27.32 -30.52 -4.90
H -27.06 -31.68 -3.59
H -25.28 -32.50 -4.75
```

Summary:
LUMO level (eV): 0.07
Kohn-Sham gap (eV): 9.6
Electronic energy (eV): -66611.789

Here are the Löwdin charges for atoms 1 to 99, given in e:
1 C 0.010
2 C -0.573
3 N 0.162
4 O 0.038
5 H 0.060
6 H 0.060
7 H 0.089
8 H 0.108
9 H 0.087
10 C -0.010
11 C -0.576
12 N 0.168
13 O 0.043
14 H 0.081
15 H 0.070
16 H 0.079
17 H 0.089
18 H 0.064
19 C 0.004
20 C -0.593
21 N 0.154
22 O 0.036
23 H 0.069
24 H 0.080
25 H 0.070
26 H 0.102
27 H 0.094
28 C -0.001
29 C -0.567
30 N 0.167
31 O 0.019
32 H 0.082
33 H 0.089
34 H 0.088
35 H 0.104
36 H 0.100
37 C -0.015
38 C -0.591
39 N 0.167
40 O 0.042
41 H 0.067
42 H 0.080
43 H 0.063
44 H 0.085
45 H 0.069
46 C -0.101
47 C -0.253
48 C -0.244
49 C -0.242
50 C -0.266
51 C -0.118
52 H 0.069
53 H 0.056
54 H 0.067
55 H 0.097
56 H 0.099
57 H 0.109
58 H 0.111
59 H 0.114
60 H 0.099
61 H 0.090
62 H 0.106
63 H 0.070
64 H 0.070
65 H 0.068
66 C -0.123
67 C -0.266
68 C -0.225
69 C -0.232
70 C -0.262
71 C -0.106
72 H 0.072
73 H 0.043
74 H 0.068
75 H 0.113
76 H 0.108
77 H 0.085
78 H 0.120
79 H 0.086
80 H 0.113
81 H 0.108
82 H 0.108
83 H 0.051
84 H 0.070
85 H 0.055
86 C -0.088
87 C -0.272
88 C -0.244
89 C -0.216
90 C -0.269
91 C -0.119
92 H 0.057
93 H 0.072
94 H 0.061
95 H 0.109
96 H 0.081
97 H 0.091
98 H 0.086
99 H 0.110